The following is a DFT calculation (wB97M-V/def2-TZVPD) of a single C4H6Cl2O2 molecule in a non-equilibrium geometry.

Element x y z (Å)
C 1.08 -0.95 -1.34
C 0.60 -0.23 -0.10
C -0.46 0.59 0.01
C -0.90 1.33 1.19
H 2.08 -2.35 -0.53
H 1.97 -0.45 -1.69
H 0.26 -0.80 -2.08
H -1.03 2.38 0.97
H -0.16 1.26 1.96
H -2.12 0.02 1.95
O 1.33 -2.30 -1.13
O -2.16 0.89 1.57
Cl 1.57 -0.61 1.30
Cl -1.35 1.01 -1.46

Results
Orbital gap, eV: 10.13
HOMO energy, eV: -9.57
ΔE to the lowest compared entry with this formula, charge and spin, kcal/mol: 2.3
Structure (SMILES): OC/C(Cl)=C(\Cl)CO
Electronic energy, eV: -33384.093

Atomic partial charges in e from the natural (NBO) method, atoms 1 to 6: number 1, C, carries -0.11; number 2, C, carries -0.04; number 3, C, carries -0.04; number 4, C, carries -0.12; number 5, H, carries 0.47; number 6, H, carries 0.18